Molecular formula: C36H34BN5O15
Method: DFT, ωB97M-V with the def2-TZVPD basis set

```
91
Properties=species:S:1:pos:R:3
O -1.69543 3.82647 -1.73391
C -2.73110 3.17490 -1.19809
C -3.65413 3.61794 0.08194
C -3.46311 4.74500 1.25683
C -4.69201 4.83286 2.38669
C -6.01077 3.81195 2.36560
C -6.10365 2.71023 1.15286
B -7.36393 1.61878 1.02060
O -7.35867 0.29214 1.68090
O -8.50253 2.07357 0.15959
C -4.94798 2.61517 -0.00562
C -4.77652 1.67183 -1.33456
O -5.70961 0.99606 -2.01011
N -3.29116 1.79948 -1.61744
C -2.50544 0.60547 -1.08497
O -3.05935 0.00932 0.13933
C -2.17943 0.19128 1.30404
O -2.24857 -1.08517 2.07700
C -2.59283 -0.83579 3.48506
C -4.18381 -0.35171 3.65468
O -4.29680 1.09539 3.98262
H -2.52018 5.43823 1.25618
H -4.60952 5.65040 3.22260
H -6.85616 3.86443 3.18262
H -7.67891 0.45736 2.62396
H -8.20737 1.97162 -0.81350
H -1.37841 0.91409 -1.02695
H -2.59129 -0.23447 -1.92894
H -1.04785 0.35443 1.05399
H -2.51998 1.11526 1.96167
H -2.52875 -1.87317 4.05122
H -1.84181 -0.11486 4.04607
H -4.65309 -1.00499 4.50977
H -4.70588 -0.49412 2.60668
H -3.36096 1.45340 3.97562
C -0.27293 -6.10105 0.62464
C -0.54206 -4.79030 1.02168
C -0.89290 -4.51809 2.34539
C -0.96711 -5.57034 3.26844
C -0.70495 -6.88815 2.87079
C -0.35783 -7.14839 1.54359
N -1.31052 -5.28739 4.66718
O -1.55398 -4.11122 4.97552
O -1.33327 -6.23957 5.46019
H 0.00573 -6.30764 -0.40729
H -0.47526 -3.97958 0.29931
H -1.09954 -3.49123 2.63904
H -0.76368 -7.71493 3.57557
H -0.14947 -8.16763 1.22579
C 3.92924 6.15649 0.01300
C 3.48200 5.02663 0.69967
C 2.11806 4.84671 0.93777
C 1.20620 5.80669 0.47764
C 1.65310 6.94573 -0.20525
C 3.01981 7.11613 -0.43492
N -0.23098 5.61064 0.70246
O -0.58518 4.59969 1.32715
O -1.00780 6.46454 0.25141
H 4.99323 6.28961 -0.17520
H 4.19704 4.28388 1.04695
H 1.78551 3.96077 1.47432
H 0.95682 7.70110 -0.56352
H 3.37641 7.99546 -0.96676
C 7.47109 2.13712 -3.25209
C 7.20195 3.44787 -2.85505
C 6.85112 3.72009 -1.53134
C 6.77691 2.66783 -0.60829
C 7.03907 1.35003 -1.00594
C 7.38619 1.08978 -2.33314
N 6.43350 2.95079 0.79045
O 6.19004 4.12695 1.09879
O 6.41075 1.99860 1.58346
H 7.74975 1.93053 -4.28401
H 7.26876 4.25860 -3.57742
H 6.64448 4.74694 -1.23769
H 6.98034 0.52324 -0.30116
H 7.59455 0.07055 -2.65094
C 2.57068 -6.96567 -6.31279
C 2.30155 -5.65492 -5.91575
C 1.95071 -5.38271 -4.59204
C 1.87650 -6.43497 -3.66900
C 2.13867 -7.75277 -4.06665
C 2.48579 -8.01302 -5.39384
N 1.53309 -6.15201 -2.27025
O 1.28964 -4.97585 -1.96191
O 1.51034 -7.10420 -1.47724
H 2.84934 -7.17227 -7.34472
H 2.36835 -4.84420 -6.63812
H 1.74407 -4.35586 -4.29840
H 2.07994 -8.57956 -3.36186
H 2.69414 -9.03225 -5.71164
```

Values from the calculation:
HOMO level   -8.7 eV
SMILES   O=C1c2cccc(B(O)O)c2C(=O)N1COCOCCO.O=[N+]([O-])c1ccccc1.O=[N+]([O-])c1ccccc1.O=[N+]([O-])c1ccccc1.O=[N+]([O-])c1ccccc1

Here are the Mulliken charges for atoms 1 to 4, given in e: O -0.55; C 0.23; C 0.19; C -0.09

---

Molecular formula: C36H34Br4NO2PW
Method: DFT, ωB97M-V with the def2-TZVPD basis set

```
79
Properties=species:S:1:pos:R:3
W 0.89807 0.52837 -0.26484
C 2.56758 1.07838 -3.14612
C 1.19996 1.12752 -2.51637
C 0.24543 0.10164 -2.76406
C 0.66399 -1.11750 -3.53959
C -1.08116 0.32541 -2.37821
C -2.18917 -0.53540 -2.90262
C -1.44265 1.48222 -1.61819
C -2.90045 1.72451 -1.35929
C -0.48490 2.45169 -1.29512
C -0.83755 3.72024 -0.57133
C 0.83883 2.28742 -1.79126
C 1.84577 3.39921 -1.67253
H 2.62872 1.88904 -3.87553
H 2.75434 0.14423 -3.65918
H 3.36653 1.22105 -2.42374
H 1.63843 -1.47184 -3.20713
H 0.74427 -0.87073 -4.60134
H -0.03344 -1.93867 -3.42725
H -1.84280 -1.40738 -3.44185
H -2.78074 0.07517 -3.59246
H -2.86670 -0.87020 -2.12473
H -3.08924 2.39581 -0.53189
H -3.44887 0.80897 -1.17226
H -3.32196 2.17593 -2.26499
H -0.07335 3.99064 0.15528
H -1.78206 3.65467 -0.04601
H -0.90581 4.53638 -1.29579
H 1.83449 3.96119 -2.61068
H 2.85477 3.02836 -1.52312
H 1.62630 4.08011 -0.86082
Br 7.64047 -0.05152 1.20162
C 5.88363 0.56660 1.10040
C 5.47749 1.69596 1.82914
Br 6.68259 2.60812 2.92321
C 4.15893 2.15075 1.74329
Br 3.49417 3.63185 2.67523
C 3.28336 1.47712 0.92213
O 1.95596 1.80712 0.75995
C 3.67792 0.36056 0.22224
O 2.66789 -0.23294 -0.50397
C 4.96924 -0.11379 0.29064
Br 5.38728 -1.63945 -0.70998
N 1.56077 -0.49445 1.93973
C 0.79110 -1.47049 2.67487
C 1.29101 -2.13006 3.78931
C 0.47716 -3.03650 4.44725
C -0.82260 -3.28073 4.00219
C -1.30528 -2.62166 2.88764
C -0.47911 -1.71600 2.22444
P -1.01937 -0.84598 0.75543
C -1.48806 -2.22217 -0.33202
C -2.77189 -2.74057 -0.50834
C -2.96744 -3.88709 -1.26637
C -1.88691 -4.53629 -1.84526
C -0.60400 -4.03752 -1.66649
C -0.40784 -2.88808 -0.91544
C -2.33303 0.22680 1.38299
C -1.89558 1.45234 1.89315
C -2.77726 2.31641 2.52600
C -4.11381 1.96449 2.65538
C -4.55255 0.73471 2.18494
C -3.66656 -0.13900 1.56973
H 1.68647 0.34216 2.50785
H 2.49591 -0.85790 1.77159
H 2.29752 -1.93217 4.13924
H 0.85323 -3.55703 5.31776
H -1.45218 -3.98852 4.52474
H -2.31045 -2.82139 2.53393
H -3.63507 -2.26469 -0.08170
H -3.96907 -4.27492 -1.39947
H -2.04430 -5.43428 -2.42830
H 0.24467 -4.54588 -2.10716
H 0.60781 -2.53687 -0.77001
H -0.85507 1.74720 1.81906
H -2.42177 3.26007 2.92131
H -4.80755 2.63656 3.14470
H -5.58754 0.44295 2.31122
H -4.03694 -1.10029 1.26518
```

Values from the calculation:
Spin multiplicity   3
HOMO level (alpha / beta)   -13.3 / -13.3 eV
Charge   +2
Energy relative to the best compared isomer or geometry (same formula, charge and spin)   1.740 eV

Here are the Mulliken charges for atoms 1 to 4, given in e: W 2.50; C -1.41; C 0.57; C 0.99

---

Molecular formula: C36H34Cl5N8O6RuS
Method: DFT, ωB97M-V with the def2-TZVPD basis set

```
91
Properties=species:S:1:pos:R:3
Ru 0.92115 0.28309 0.80427
C -0.62479 -0.16338 5.12547
C 0.29416 -0.37639 3.94840
O -0.19621 -0.44817 2.81551
C 1.69740 -0.51992 4.23955
C 2.66301 -0.95671 3.36468
C 4.02714 -1.30859 3.88146
N 2.39108 -1.07204 2.03833
N 3.29211 -1.76620 1.36059
C 2.96846 -1.84378 0.05882
O 1.97149 -1.29072 -0.46438
C 3.87773 -2.65297 -0.79817
C 3.57347 -2.80904 -2.14767
C 4.42198 -3.52290 -2.97799
C 5.58536 -4.08127 -2.46562
C 5.89211 -3.93032 -1.11954
C 5.04152 -3.22157 -0.28618
H -1.60645 0.14516 4.77549
H -0.21689 0.59319 5.79660
H -0.71758 -1.09247 5.69203
H 1.98778 -0.41125 5.27563
H 4.03697 -1.30026 4.96811
H 4.75725 -0.58588 3.51195
H 4.32765 -2.28752 3.51448
H 2.67088 -2.35597 -2.53441
H 4.17815 -3.64012 -4.02580
H 6.25149 -4.63611 -3.11359
H 6.79730 -4.36842 -0.71946
H 5.26814 -3.09521 0.76278
N 1.41023 2.27681 -2.60613
C 2.63395 1.71437 -2.24913
C 3.59136 1.60177 -3.26932
C 4.83364 1.10738 -2.95355
C 5.08573 0.73135 -1.63653
C 4.06897 0.87265 -0.71725
N 2.85324 1.35641 -0.99856
C 0.16199 2.34003 -2.02799
C -0.72203 3.28318 -2.59234
C -2.02689 3.33617 -2.17663
C -2.44249 2.43257 -1.20144
C -1.50748 1.55896 -0.70167
N -0.21128 1.50343 -1.06082
H 1.44449 2.75078 -3.49416
H 3.34479 1.89381 -4.28231
H 5.59203 1.00606 -3.71853
H 6.03884 0.32587 -1.33038
H 4.23461 0.57867 0.30957
H -0.35459 3.96412 -3.34867
H -2.70605 4.06727 -2.59451
H -3.44744 2.43016 -0.80407
H -1.79866 0.85250 0.06350
C -8.41911 1.14608 -1.57311
C -6.94605 0.88091 -1.84906
S -6.42816 -0.61732 -1.03036
O -7.36166 -1.66851 -1.34188
O -6.13709 -0.31224 0.35117
C -4.87198 -0.98964 -1.81475
C -4.22880 -2.18067 -1.10034
N -2.78789 -2.01262 -0.98993
C -2.13315 -1.65632 0.14372
N -0.84813 -1.41274 -0.09341
C -0.66576 -1.59321 -1.43084
C -1.84986 -1.94377 -1.99917
N -2.10735 -2.25096 -3.36471
O -3.25233 -2.58941 -3.66368
O -1.19118 -2.08831 -4.15519
C -2.79753 -1.56280 1.47117
H -8.73360 2.04650 -2.09837
H -8.59482 1.28967 -0.50805
H -9.02777 0.31096 -1.91292
H -6.30268 1.66772 -1.45658
H -6.74495 0.73645 -2.91112
H -4.26107 -0.09114 -1.70193
H -5.04961 -1.18808 -2.87034
H -4.45812 -3.10840 -1.61606
H -4.60371 -2.24514 -0.08198
H 0.29070 -1.48179 -1.90738
H -3.20174 -2.53183 1.76850
H -3.62177 -0.84564 1.45507
H -2.05955 -1.23376 2.19729
Cl 3.71091 1.78301 2.19195
C 2.24795 2.60975 2.65678
C 1.03405 2.12007 2.18933
C -0.07322 2.80448 2.69183
Cl -1.69402 2.28974 2.27235
C 0.00518 3.91165 3.54120
Cl -1.41130 4.73626 4.08930
C 1.25205 4.36415 3.95970
Cl 1.38489 5.72485 5.00655
C 2.38961 3.69454 3.52270
Cl 3.93976 4.21884 4.07216
```

Values from the calculation:
Spin multiplicity   6
HOMO level (alpha / beta)   -7.0 / -7.7 eV

Here are the Mulliken charges for atoms 1 to 4, given in e: Ru 1.39; C -1.66; C 0.81; O -0.26

---

Molecular formula: C36H34F4N5PS2Sc
Method: DFT, ωB97M-V with the def2-TZVPD basis set

```
83
Properties=species:S:1:pos:R:3
Sc -0.46123 0.32963 1.92826
C -0.57915 4.03022 1.09646
C -1.89274 3.44173 1.64862
N -1.84653 2.16838 2.45302
C -3.27523 1.82645 2.69326
C -4.06203 1.34072 1.43300
C -1.22992 2.41805 3.81861
C -1.29697 1.16468 4.71254
N -1.12544 0.00586 3.82919
C -1.84350 -1.16796 4.08350
C -2.38777 -1.82122 2.95484
F -2.04256 -1.19917 1.74829
C -3.17010 -2.92471 2.94392
F -3.63819 -3.40671 1.76819
C -3.44083 -3.48895 4.17530
C -3.00025 -2.86008 5.32083
F -3.30979 -3.46426 6.48521
C -2.27748 -1.65536 5.34598
F -1.94921 -1.07440 6.51749
H -0.81268 4.90201 0.48389
H -0.04377 3.31111 0.46590
H 0.22835 4.31935 1.81617
H -2.61784 3.19983 0.85102
H -2.45202 4.17338 2.26900
H -3.81006 2.67240 3.11988
H -3.33749 1.03618 3.46534
H -4.39770 2.15750 0.80048
H -4.87055 0.66013 1.73986
H -3.44943 0.72126 0.77038
H -1.63676 3.36160 4.27894
H -0.20049 2.59405 3.55274
H -2.21593 1.14001 5.29348
H -0.48245 1.15081 5.46997
H -3.91931 -4.42759 4.12772
S 1.88724 1.27165 1.79893
P 2.37685 -0.63860 1.26172
S 0.91401 -1.93676 1.63199
C 3.88973 -1.04510 2.16784
C 3.71071 -1.72392 3.39158
C 4.78796 -1.92741 4.20937
C 6.04166 -1.42559 3.89323
C 6.18543 -0.76297 2.66290
C 5.13416 -0.60122 1.78941
C 2.78928 -0.61845 -0.44166
C 3.37426 0.50507 -0.99710
C 3.95476 0.44501 -2.24831
C 3.89372 -0.71542 -2.99009
C 3.32064 -1.83780 -2.41707
C 2.80487 -1.82702 -1.11459
H 2.69798 -2.14862 3.63324
H 4.64557 -2.48338 5.15371
H 6.80478 -1.66997 4.56360
H 7.12792 -0.36145 2.31258
H 5.30125 -0.03008 0.88019
H 3.37384 1.44262 -0.42640
H 4.38760 1.35717 -2.71955
H 4.26013 -0.81280 -4.01961
H 3.23130 -2.81378 -2.92752
H 2.39008 -2.72307 -0.71676
N -0.24762 0.59368 -5.50439
C -0.46735 0.21397 -6.81490
C 0.08775 0.57583 -8.04911
C -0.41451 -0.05571 -9.15116
C -1.50812 -0.92144 -9.05699
C -2.00302 -1.33234 -7.84423
C -1.45581 -0.76918 -6.68911
N -1.81245 -0.95417 -5.35696
C -1.05860 -0.12410 -4.66542
C -1.07260 0.08336 -3.19539
C -0.10065 0.89725 -2.54635
C -0.06879 0.92989 -1.16622
N -0.95805 0.27892 -0.40927
C -1.92473 -0.48197 -1.00189
C -1.94804 -0.59199 -2.37655
H 0.37959 1.36441 -5.18073
H 0.92251 1.21937 -8.08178
H -0.06247 0.11995 -10.15418
H -1.85635 -1.43493 -9.98665
H -2.66863 -2.13950 -7.69724
H 0.56510 1.59400 -3.01608
H 0.62410 1.59521 -0.65595
H -2.65997 -0.97307 -0.39855
H -2.73001 -1.24049 -2.79380
```

Values from the calculation:
HOMO level   -10.7 eV
Charge   +1

Here are the Mulliken charges for atoms 1 to 4, given in e: Sc -0.07; C -1.12; C -0.71; N 0.90

---

Molecular formula: C36H34F7N5O5PSSr
Method: DFT, ωB97M-V with the def2-TZVPD basis set

```
90
Properties=species:S:1:pos:R:3
Sr 0.73465 -0.40835 0.03341
C -1.30268 2.03331 -1.29874
C -1.98854 0.80564 -1.19457
C -2.45368 0.70872 0.10240
C -2.03349 1.90786 0.84156
C -1.34344 2.70451 -0.01310
H -0.79719 2.40100 -2.17970
H -2.09634 0.06360 -1.96941
H -2.99832 -0.10904 0.54732
H -2.23728 2.08693 1.88556
H -0.89384 3.66039 0.20520
O -0.51626 -1.78107 -2.54372
S 0.64897 -1.27514 -3.24870
O 1.72040 -2.22352 -3.48135
N 1.07260 0.03707 -2.48930
C 2.18821 0.77800 -2.84653
C 2.94459 0.65137 -3.99274
C 4.03173 1.50776 -4.25477
C 4.39411 2.49045 -3.38210
C 3.66331 2.64709 -2.18092
C 3.99913 3.61309 -1.20552
C 3.27874 3.69755 -0.05145
C 2.20350 2.80961 0.13345
N 1.84772 1.91043 -0.75170
C 2.56520 1.80631 -1.90672
C 0.07305 -0.78907 -4.86706
C -0.85103 0.24149 -4.97325
C -1.32236 0.61219 -6.22213
C -0.86965 -0.04582 -7.35968
C 0.05575 -1.07265 -7.24667
C 0.53189 -1.44675 -5.99674
H 2.71327 -0.12966 -4.70236
H 4.59096 1.36870 -5.17193
H 5.23563 3.14180 -3.58127
H 4.84202 4.27048 -1.38444
H 3.52327 4.41374 0.72021
H 1.62643 2.84248 1.05178
H -1.19255 0.74832 -4.07947
H -2.04174 1.41618 -6.30965
H -1.23703 0.24724 -8.33504
H 0.41236 -1.58065 -8.13386
H 1.25999 -2.23859 -5.88083
C -3.16928 -7.50297 1.23733
C -1.90678 -7.16490 2.01817
N -1.16306 -6.05419 1.43265
C -1.42733 -4.79086 1.87249
C -0.86253 -3.64920 1.41404
C -1.40254 -2.33912 2.02220
O -2.30519 -2.46764 2.85094
O -0.86930 -1.27036 1.61731
C 0.15042 -3.75817 0.39353
O 0.85896 -2.85855 -0.04515
C 0.32126 -5.10931 -0.18607
C 1.15337 -5.23049 -1.30191
C 1.34054 -6.46502 -1.85001
F 2.16779 -6.63246 -2.91374
C 0.71799 -7.60280 -1.33304
C -0.10938 -7.48647 -0.23780
C -0.32553 -6.22933 0.34997
N 0.94100 -8.89412 -1.92159
C 0.46319 -9.03469 -3.29525
C 0.70722 -10.49240 -3.72882
N 0.93519 -11.29809 -2.48368
C 2.24013 -10.92300 -1.83432
C 2.31037 -9.38708 -1.81177
H -3.69535 -8.33401 1.70872
H -2.94180 -7.77584 0.20597
H -3.83860 -6.64305 1.21518
H -1.24364 -8.02697 2.10332
H -2.16162 -6.87073 3.03459
H -2.16475 -4.69569 2.66126
H 1.62450 -4.34214 -1.71040
H -0.59829 -8.37541 0.13449
H 0.97304 -8.36857 -3.99647
H -0.60039 -8.79934 -3.31234
H 1.60192 -10.60625 -4.33784
H -0.13917 -10.91625 -4.26355
H 0.88964 -12.29826 -2.66583
H 0.19950 -11.03676 -1.82178
H 3.03925 -11.37849 -2.41558
H 2.22901 -11.35275 -0.83475
H 2.94800 -9.01508 -2.62217
H 2.74342 -9.05220 -0.87272
F 3.17771 -0.68884 0.58468
P 3.43459 -0.69306 2.23501
F 2.30935 -1.85218 2.34639
F 3.61739 -0.66583 3.81752
F 4.49171 0.49531 2.04157
F 4.57573 -1.79481 2.04036
F 2.21921 0.42009 2.32506
```

Values from the calculation:
Spin multiplicity   2
HOMO level (alpha / beta)   -6.8 / -6.8 eV
Energy relative to the best compared isomer or geometry (same formula, charge and spin)   0.435 eV

Here are the Mulliken charges for atoms 1 to 4, given in e: Sr 1.81; C 0.29; C -0.37; C -0.65